{"formula": "C41H49BN8O3S3Ta", "method": "the ωB97M-V functional and the def2-TZVPD basis", "charge": 3, "e_lumo_ev": -9.84, "spin_multiplicity": 1, "homo_energy_ev": -14.9, "gap_ha": 0.1857, "elements": ["Ta", "C", "C", "C", "C", "N", "N", "B", "N", "N", "C", "C", "C", "C", "C", "S", "C", "C", "C", "C", "N", "N", "C", "C", "C", "C", "C", "S", "C", "C", "C", "C", "C", "S", "C", "C", "C", "C", "H", "H", "H", "H", "H", "H", "H", "H", "H", "H", "H", "H", "H", "H", "H", "H", "H", "H", "H", "H", "H", "H", "H", "H", "H", "H", "H", "H", "H", "H", "H", "H", "H", "H", "H", "H", "H", "H", "H", "O", "C", "C", "C", "C", "C", "C", "C", "O", "N", "N", "C", "C", "C", "C", "C", "C", "C", "O", "H", "H", "H", "H", "H", "H", "H", "H", "H", "H"], "positions_angstrom": [[0.363, 0.385, 0.064], [3.592, -2.058, -2.793], [2.402, -2.786, -2.265], [1.833, -3.878, -2.871], [0.689, -4.512, -2.321], [0.109, -4.011, -1.257], [0.672, -2.966, -0.646], [0.008, -2.724, 0.669], [0.769, -2.943, 1.908], [1.497, -4.065, 1.961], [1.924, -4.451, 3.132], [1.680, -3.647, 4.287], [0.954, -2.488, 4.223], [0.668, -1.617, 5.397], [0.473, -2.139, 2.937], [-0.491, -0.781, 2.549], [2.646, -5.778, 3.234], [4.072, -5.537, 3.752], [1.858, -6.654, 4.224], [2.704, -6.480, 1.875], [-1.466, -2.928, 0.742], [-1.732, -4.024, 1.449], [-2.975, -4.426, 1.563], [-4.011, -3.692, 0.939], [-3.744, -2.536, 0.248], [-4.808, -1.699, -0.377], [-2.388, -2.140, 0.175], [-1.906, -0.708, -0.660], [-3.193, -5.665, 2.414], [-2.732, -5.321, 3.845], [-2.319, -6.807, 1.866], [-4.656, -6.098, 2.422], [1.785, -2.342, -1.072], [2.435, -1.045, -0.113], [0.116, -5.783, -2.906], [-1.091, -6.268, -2.103], [1.234, -6.842, -2.844], [-0.286, -5.545, -4.370], [3.972, -2.511, -3.704], [4.393, -2.042, -2.050], [3.339, -1.015, -2.997], [2.253, -4.256, -3.796], [2.103, -3.953, 5.236], [0.997, -2.079, 6.325], [-0.399, -1.400, 5.469], [1.179, -0.657, 5.296], [4.077, -5.089, 4.747], [4.625, -4.888, 3.071], [4.598, -6.489, 3.814], [1.825, -6.223, 5.225], [2.343, -7.627, 4.298], [0.833, -6.810, 3.879], [3.266, -5.888, 1.151], [1.702, -6.653, 1.478], [3.201, -7.442, 1.992], [-5.035, -4.030, 1.032], [-5.786, -2.160, -0.263], [-4.615, -1.541, -1.439], [-4.835, -0.710, 0.087], [-1.681, -5.026, 3.841], [-2.846, -6.195, 4.486], [-3.326, -4.509, 4.269], [-1.268, -6.517, 1.850], [-2.625, -7.089, 0.857], [-2.431, -7.680, 2.509], [-5.307, -5.341, 2.866], [-4.752, -7.002, 3.022], [-5.011, -6.332, 1.416], [-0.829, -6.427, -1.056], [-1.441, -7.212, -2.517], [-1.912, -5.550, -2.149], [1.584, -6.994, -1.820], [2.086, -6.569, -3.469], [0.847, -7.791, -3.213], [-1.039, -4.759, -4.452], [-0.711, -6.464, -4.773], [0.571, -5.280, -4.990], [-1.417, 3.600, -4.150], [-1.056, 2.437, -4.671], [-1.312, 2.238, -6.032], [-0.972, 1.058, -6.645], [-0.354, 0.022, -5.926], [-0.096, 0.194, -4.595], [-0.438, 1.395, -3.933], [-0.158, 1.525, -2.536], [0.328, 0.479, -1.836], [-0.386, 2.627, -1.876], [-0.073, 2.523, -0.559], [0.007, 3.600, 0.169], [0.449, 3.636, 1.528], [0.430, 4.840, 2.247], [0.894, 4.894, 3.542], [1.391, 3.744, 4.154], [1.435, 2.544, 3.464], [0.972, 2.490, 2.162], [0.969, 1.338, 1.460], [-1.160, 3.663, -3.217], [-1.776, 3.050, -6.577], [-1.181, 0.923, -7.698], [-0.083, -0.896, -6.427], [0.382, -0.590, -4.020], [-0.247, 4.543, -0.309], [0.035, 5.729, 1.770], [0.879, 5.828, 4.085], [1.752, 3.788, 5.172], [1.839, 1.646, 3.914]]}